# 1
{
  "formula": "H3N4",
  "method": "ωB97M-V/def2-TZVPD",
  "elements": ["N", "N", "N", "N", "H", "H", "H"],
  "coordinates": [[1.14776, -1.43486, -1.45766], [0.57291, -0.92282, -0.67088], [-0.30020, 0.32132, 1.03743], [-0.33725, -0.49629, 0.03460], [-0.99999, 0.36070, 1.73589], [0.59574, 1.03669, 1.03389], [-0.67898, 1.13526, -1.71326]],
  "forces_ev_per_angstrom": [[1.363, -0.828, -1.514], [0.392, 0.933, 0.949], [6.299, 2.641, -2.108], [-3.674, -0.756, 1.881], [-1.271, -0.235, 0.391], [-3.011, -2.067, 0.678], [-0.098, 0.311, -0.277]],
  "lowdin_spin": [0.26, 0.08, 0.45, 0.33, 0.01, 0.01, 0.86],
  "lumo_energy_ev": [-5.685, -8.166],
  "homo_energy_ev": [-15.5, -18.0],
  "orbital_gap_ha": [0.3605, 0.3631],
  "s_squared": 2.01,
  "total_charge": 1,
  "spin_multiplicity": 3
}



# 2
{
  "formula": "C17H32BrCl2N3O15P2S",
  "method": "ωB97M-V/def2-TZVPD",
  "elements": ["C", "N", "C", "C", "O", "C", "N", "C", "O", "C", "C", "C", "C", "C", "C", "S", "O", "O", "Cl", "C", "P", "O", "Cl", "C", "O", "C", "N", "C", "P", "O", "Br", "C", "C", "O", "H", "H", "H", "H", "H", "H", "H", "H", "H", "H", "H", "H", "H", "H", "H", "H", "H", "H", "O", "H", "H", "O", "H", "H", "O", "H", "H", "O", "H", "H", "O", "H", "H", "O", "H", "H", "O", "H", "H"],
  "coordinates": [[1.22365, -4.99920, 1.78992], [0.35094, -4.02875, 2.52145], [0.30852, -4.50115, 3.94912], [-1.01496, -3.97477, 1.92626], [-1.61755, -5.08862, 1.73575], [-1.73671, -2.58826, 1.56374], [-1.14043, -1.42948, 2.36144], [0.09746, -0.88283, 1.70755], [1.27701, -1.19271, 1.97194], [-0.56108, 0.15023, 0.67376], [0.01187, 0.93436, -0.54493], [1.57009, 1.29259, -0.55551], [2.57069, 0.09884, -0.94612], [3.65593, -0.10522, 0.23888], [5.05406, 0.68589, 0.04566], [5.59488, 1.19336, 1.77958], [6.98045, 1.77914, 1.81303], [5.48834, -0.08742, 2.60112], [4.22978, 2.57533, 2.59284], [-0.99817, 1.33418, -1.70604], [-0.33661, 1.57192, -3.47589], [0.88294, 0.36412, -3.79284], [-1.86609, 1.08472, -4.90928], [-2.51113, 1.55114, -1.28268], [-3.50137, 2.00988, -2.23880], [-4.61636, 1.09396, -2.23095], [-5.51650, 0.27721, -2.29413], [-2.95318, 1.32367, 0.23266], [-4.43809, 2.14367, 1.06450], [-3.81091, 2.59444, 2.63056], [-4.86219, 4.13679, 0.05974], [-2.06605, 0.35168, 1.06615], [-2.35499, -0.52692, 2.37442], [-3.27479, -0.52323, 3.22323], [0.75233, -6.05412, 1.91708], [1.24838, -4.82745, 0.64135], [2.30772, -4.97679, 2.15858], [1.23649, -5.14167, 4.21842], [0.21177, -3.59280, 4.65123], [-0.59664, -5.21706, 4.08630], [-2.85848, -2.62885, 1.84730], [-1.66256, -2.40940, 0.42329], [1.84208, 1.83670, 0.44570], [1.70408, 2.12754, -1.35940], [3.11242, 0.37140, -1.93718], [1.98358, -0.87106, -1.19225], [3.77207, -1.23803, 0.40494], [3.17628, 0.31769, 1.20719], [5.85526, -0.02792, -0.38695], [5.00643, 1.59173, -0.65186], [0.52203, -0.49958, -3.45029], [-4.47360, 2.37247, 3.32643], [-6.84981, 3.65783, -3.80879], [-7.31856, 2.85611, -4.07497], [-5.98478, 3.33862, -3.52286], [-3.98556, 3.66958, -5.55028], [-3.37978, 3.01740, -5.17048], [-4.76064, 3.63615, -4.97517], [-1.37458, 4.80651, -3.99093], [-1.87993, 4.70421, -4.80922], [-1.71340, 5.62583, -3.60883], [-3.76052, -6.87224, 1.98603], [-3.57975, -7.73152, 1.58600], [-2.89242, -6.44346, 2.02466], [4.03794, 2.81059, -2.74061], [4.59146, 3.49890, -2.34965], [4.09853, 2.97831, -3.68968], [7.50373, 1.59754, -1.80181], [8.03789, 1.95229, -2.52349], [7.96583, 1.88815, -1.00348], [-0.35510, 0.49202, 5.33790], [-0.69274, -0.22312, 4.78095], [-1.13468, 1.03178, 5.52030]],
  "forces_ev_per_angstrom": [[-0.445, -1.304, -1.390], [-0.210, -0.035, -0.437], [-0.863, -0.298, 0.952], [-1.357, -4.274, 0.131], [2.148, 5.101, 0.305], [0.475, -1.069, 0.393], [-1.088, -0.997, 0.131], [0.984, 0.779, -0.037], [-5.112, 1.356, -1.340], [-2.230, 2.300, -1.725], [-2.131, -1.218, 0.952], [-0.579, 1.086, -1.354], [0.594, 0.182, -0.241], [-0.901, 0.072, 0.442], [-0.933, -0.531, -0.768], [4.062, -3.930, 2.159], [-3.910, -0.600, -0.680], [-0.408, 4.033, -2.426], [0.556, -0.618, -0.810], [-2.440, -1.318, 3.612], [1.888, 0.563, -0.759], [-3.203, 0.129, 1.732], [0.510, -0.356, 1.252], [2.988, -1.338, 2.911], [-1.836, -3.306, 1.329], [-1.324, -1.863, -0.457], [4.888, 4.689, 0.371], [3.450, -1.048, -1.307], [-0.402, -0.594, 1.930], [-0.542, -0.623, -1.996], [0.789, -0.611, 0.170], [1.511, 1.915, -2.373], [-0.072, 1.772, 0.635], [3.799, -0.217, -3.728], [1.120, 1.438, -0.178], [-0.138, 0.064, 1.957], [-1.781, 0.150, -0.297], [-1.427, 1.450, -0.626], [0.186, -1.545, -1.005], [1.410, 1.171, -0.043], [1.956, -0.425, -0.522], [-0.040, -0.314, 1.674], [-0.632, -1.396, -1.668], [-0.309, -1.415, 1.349], [-0.963, -0.338, 1.722], [1.014, 1.547, 0.808], [0.347, 1.933, -0.126], [0.730, -1.008, -1.627], [-0.936, 1.391, 1.212], [-0.069, -1.178, 1.192], [0.764, 0.793, -0.584], [0.476, 0.065, -0.968], [0.273, -0.197, -0.145], [0.027, 0.116, 0.050], [-0.286, 0.013, 0.294], [0.168, -0.144, 0.276], [-0.102, 0.026, -0.110], [-0.025, 0.206, -0.317], [-0.120, 0.069, -0.047], [-0.044, 0.045, 0.114], [0.047, -0.151, -0.045], [0.216, -0.285, -0.024], [-0.120, 0.136, 0.094], [-0.297, 0.039, -0.099], [0.108, 0.205, -0.038], [-0.072, -0.116, -0.028], [-0.081, -0.113, 0.128], [0.204, 0.232, 0.041], [-0.113, -0.116, 0.076], [-0.118, -0.097, -0.011], [-0.287, -0.038, -0.225], [0.111, 0.024, 0.158], [0.145, -0.068, 0.007]],
  "lowdin_charge": [-0.12, -0.21, -0.08, -0.25, 0.02, -0.03, -0.02, -0.26, 0.11, 0.03, -0.07, -0.15, -0.18, -0.23, -0.23, 0.46, -0.40, -0.40, 0.33, -0.21, 0.68, -0.38, 0.23, -0.17, -0.12, -0.24, 0.18, -0.25, 0.58, -0.39, 0.27, -0.01, -0.31, 0.09, 0.10, 0.10, 0.10, 0.10, 0.10, 0.10, 0.16, 0.16, 0.13, 0.11, 0.11, 0.12, 0.13, 0.06, 0.13, 0.09, 0.06, 0.06, -0.05, 0.05, 0.00, -0.06, -0.06, 0.00, -0.09, 0.02, 0.04, -0.08, 0.03, -0.02, -0.06, 0.04, 0.05, -0.06, 0.04, 0.04, -0.06, 0.01, 0.04],
  "lumo_energy_ev": -2.372,
  "homo_energy_ev": -9.4,
  "orbital_gap_ha": 0.2567,
  "smiles": "CN(C)C(=O)CN1C(=O)c2c(CCCCS(=O)(=O)Cl)c(P(O)Cl)c(OC#N)c(P(O)Br)c2C1=O.O.O.O.O.O.O.O",
  "total_charge": 0
}



# 3
{
  "formula": "C6H15N",
  "method": "ωB97M-V/def2-TZVPD",
  "elements": ["C", "C", "C", "C", "C", "C", "N", "H", "H", "H", "H", "H", "H", "H", "H", "H", "H", "H", "H", "H", "H", "H"],
  "coordinates": [[-0.59847, -0.02688, 0.02166], [1.73755, -0.99447, 0.22440], [1.56817, 1.51918, 0.03950], [-0.71972, -0.05359, -1.50413], [-1.38400, 1.15787, 0.59786], [-1.14669, -1.32451, 0.62863], [0.84210, 0.14678, 0.40439], [1.84701, -1.22209, -0.83913], [1.39262, -1.87525, 0.76330], [2.71654, -0.71154, 0.61231], [0.97584, 2.07703, -0.68606], [2.52427, 1.30869, -0.45010], [1.14022, 0.76965, 1.27550], [-0.72352, -2.21107, 0.15706], [-0.94733, -1.36742, 1.70108], [-0.22420, -0.92712, -1.92939], [-0.26624, 0.84043, -1.93099], [-1.76981, -0.09362, -1.79385], [-0.99200, 2.09946, 0.21421], [-1.31070, 1.17711, 1.68652], [-2.43493, 1.07335, 0.32295], [-2.22671, -1.36199, 0.48430]],
  "forces_ev_per_angstrom": [[-0.016, 0.091, 0.157], [0.002, 0.037, -0.154], [0.436, 0.714, -0.410], [0.142, 0.002, 0.178], [0.268, 0.009, -0.120], [0.126, 0.118, -0.062], [0.616, 0.190, 0.647], [-0.001, 0.000, 0.029], [-0.048, 0.034, -0.014], [-0.071, 0.009, -0.015], [-0.253, -0.084, 0.147], [-0.182, -0.442, 0.055], [-0.911, -0.649, -0.449], [0.017, -0.005, -0.006], [0.000, 0.010, 0.001], [0.012, -0.022, 0.007], [-0.057, -0.012, -0.060], [0.003, 0.030, 0.034], [-0.092, -0.021, 0.057], [0.001, -0.008, 0.006], [0.001, -0.039, -0.016], [0.008, 0.039, -0.013]],
  "lowdin_charge": [-0.58, -0.07, -0.10, -0.03, -0.04, -0.05, -0.24, 0.09, 0.08, 0.09, -0.01, -0.01, 0.13, 0.08, 0.09, 0.08, 0.08, 0.09, 0.07, 0.09, 0.09, 0.09],
  "lumo_energy_ev": 0.766,
  "homo_energy_ev": -6.8,
  "orbital_gap_ha": 0.2770,
  "total_charge": 0
}



Going through the records in order, we get relative energy (zero: lowest compared OMol25 entry of this formula, charge and spin) values of 77.4; 0.0; 90.1 kcal/mol.